{
  "formula": "C52H110N2O20S10",
  "method": "wB97M-V/def2-TZVPD",
  "elements": ["O", "S", "O", "C", "C", "C", "C", "H", "H", "H", "H", "H", "H", "H", "H", "O", "S", "O", "C", "C", "C", "C", "H", "H", "H", "H", "H", "H", "H", "H", "O", "S", "O", "C", "C", "C", "C", "H", "H", "H", "H", "H", "H", "H", "H", "O", "S", "O", "C", "C", "C", "C", "H", "H", "H", "H", "H", "H", "H", "H", "O", "S", "O", "C", "C", "C", "C", "H", "H", "H", "H", "H", "H", "H", "H", "O", "S", "O", "C", "C", "C", "C", "H", "H", "H", "H", "H", "H", "H", "H", "O", "S", "O", "C", "C", "C", "C", "H", "H", "H", "H", "H", "H", "H", "H", "O", "S", "O", "C", "C", "C", "C", "H", "H", "H", "H", "H", "H", "H", "H", "O", "S", "O", "C", "C", "C", "C", "H", "H", "H", "H", "H", "H", "H", "H", "O", "S", "O", "C", "C", "C", "C", "H", "H", "H", "H", "H", "H", "H", "H", "C", "C", "N", "C", "C", "C", "C", "H", "H", "H", "H", "H", "H", "H", "H", "H", "H", "H", "H", "H", "H", "H", "C", "C", "N", "C", "C", "C", "C", "H", "H", "H", "H", "H", "H", "H", "H", "H", "H", "H", "H", "H", "H", "H"],
  "xyz": [[-23.262, -0.751, -8.634], [-24.463, -0.933, -9.477], [-25.694, -1.482, -8.848], [-24.922, 0.697, -10.264], [-25.564, 0.296, -11.625], [-24.795, -0.864, -12.156], [-24.082, -1.742, -11.116], [-24.020, 1.270, -10.479], [-25.639, 1.185, -9.603], [-26.627, 0.071, -11.533], [-25.499, 1.080, -12.380], [-24.050, -0.680, -12.931], [-25.500, -1.528, -12.656], [-23.001, -1.612, -11.074], [-24.397, -2.786, -11.102], [-15.509, -8.477, -11.812], [-15.555, -7.970, -13.174], [-14.519, -8.346, -14.131], [-17.096, -8.585, -13.979], [-18.121, -7.437, -13.684], [-17.421, -6.086, -13.918], [-16.054, -6.187, -13.249], [-17.334, -9.604, -13.676], [-16.966, -8.622, -15.061], [-18.909, -7.465, -14.437], [-18.600, -7.495, -12.706], [-18.068, -5.246, -13.667], [-17.219, -5.981, -14.984], [-16.041, -5.855, -12.210], [-15.225, -5.692, -13.754], [-21.183, -10.084, -5.231], [-20.026, -10.533, -6.078], [-18.869, -9.667, -6.385], [-19.323, -12.181, -5.608], [-20.127, -13.176, -6.478], [-20.193, -12.534, -7.826], [-20.784, -11.166, -7.568], [-19.468, -12.319, -4.537], [-18.300, -12.195, -5.984], [-19.693, -14.176, -6.503], [-21.150, -13.255, -6.110], [-20.857, -13.118, -8.464], [-19.190, -12.535, -8.253], [-21.856, -11.285, -7.405], [-20.641, -10.403, -8.333], [-16.433, -0.124, -7.046], [-17.565, 0.162, -7.888], [-17.395, 1.004, -9.092], [-18.320, -1.467, -8.386], [-19.692, -1.626, -7.648], [-19.704, -0.547, -6.524], [-19.102, 0.724, -6.952], [-17.520, -2.194, -8.247], [-18.472, -1.506, -9.465], [-20.518, -1.504, -8.348], [-19.759, -2.643, -7.261], [-19.109, -0.911, -5.687], [-20.688, -0.310, -6.120], [-18.969, 1.420, -6.124], [-19.763, 1.300, -7.600], [-15.345, -6.445, -6.592], [-14.133, -6.476, -7.442], [-13.087, -7.361, -7.009], [-14.590, -6.907, -9.149], [-13.929, -5.967, -10.189], [-12.917, -5.126, -9.298], [-13.500, -4.831, -7.886], [-15.679, -6.868, -9.162], [-14.331, -7.959, -9.271], [-13.364, -6.435, -10.995], [-14.616, -5.206, -10.559], [-12.579, -4.250, -9.852], [-12.041, -5.768, -9.204], [-14.326, -4.133, -8.017], [-12.830, -4.417, -7.132], [-15.854, -1.981, -10.388], [-16.341, -2.202, -11.766], [-17.341, -3.238, -12.110], [-16.767, -0.548, -12.456], [-15.570, -0.035, -13.235], [-14.366, -0.940, -12.935], [-14.931, -2.380, -12.925], [-17.245, -0.043, -11.617], [-17.560, -0.654, -13.196], [-15.932, -0.147, -14.257], [-15.311, 1.019, -13.139], [-13.835, -0.612, -12.042], [-13.646, -0.890, -13.752], [-14.325, -3.135, -12.426], [-15.325, -2.657, -13.903], [-19.667, -10.860, -2.321], [-19.370, -9.597, -1.650], [-19.109, -9.519, -0.228], [-17.996, -8.686, -2.430], [-18.597, -7.543, -3.230], [-19.836, -7.076, -2.458], [-20.604, -8.355, -2.162], [-17.274, -9.348, -2.907], [-17.486, -8.185, -1.607], [-17.878, -6.725, -3.199], [-18.746, -7.753, -4.289], [-20.407, -6.312, -2.986], [-19.603, -6.667, -1.475], [-21.124, -8.691, -3.059], [-21.352, -8.390, -1.371], [-19.944, 0.080, -11.050], [-20.486, 1.173, -11.853], [-21.580, 1.019, -12.798], [-20.893, 2.461, -10.651], [-20.660, 3.740, -11.472], [-19.200, 3.573, -12.071], [-19.144, 2.183, -12.663], [-20.117, 2.425, -9.887], [-21.829, 2.318, -10.110], [-21.312, 3.824, -12.342], [-20.794, 4.661, -10.904], [-18.387, 3.855, -11.402], [-19.095, 4.277, -12.896], [-18.152, 1.771, -12.477], [-19.296, 2.091, -13.739], [-24.549, -11.231, -7.203], [-25.418, -10.392, -7.988], [-26.874, -10.520, -7.764], [-24.813, -8.612, -7.966], [-24.677, -8.174, -9.434], [-24.168, -9.480, -10.173], [-25.084, -10.671, -9.755], [-23.884, -8.548, -7.400], [-25.524, -8.020, -7.388], [-25.631, -7.936, -9.906], [-24.065, -7.284, -9.581], [-23.119, -9.621, -9.912], [-24.172, -9.338, -11.253], [-24.749, -11.705, -9.828], [-26.039, -10.489, -10.248], [-17.702, -2.160, -15.090], [-19.051, -2.568, -15.529], [-19.350, -3.992, -15.641], [-20.413, -1.865, -14.461], [-21.303, -1.005, -15.315], [-21.102, -1.414, -16.765], [-19.575, -1.697, -17.045], [-19.919, -1.247, -13.710], [-20.939, -2.711, -14.020], [-22.355, -1.041, -15.032], [-20.983, 0.036, -15.349], [-21.516, -0.826, -17.584], [-21.751, -2.290, -16.748], [-19.012, -0.764, -17.085], [-19.428, -2.261, -17.967], [-20.767, -7.148, -10.239], [-20.985, -5.942, -9.291], [-19.779, -5.154, -9.141], [-19.524, -4.355, -10.363], [-20.604, -3.411, -10.874], [-18.542, -5.845, -8.683], [-18.716, -6.667, -7.427], [-19.980, -7.865, -10.006], [-20.766, -6.896, -11.299], [-21.730, -7.655, -10.187], [-21.824, -5.338, -9.636], [-21.425, -6.287, -8.355], [-18.656, -3.780, -10.043], [-19.037, -4.922, -11.157], [-21.152, -2.863, -10.108], [-20.059, -2.643, -11.422], [-21.275, -3.944, -11.549], [-17.845, -5.044, -8.439], [-18.150, -6.400, -9.536], [-19.274, -6.065, -6.710], [-17.749, -6.945, -7.009], [-19.311, -7.558, -7.629], [-22.537, -6.388, -5.162], [-22.233, -4.920, -5.555], [-23.389, -3.981, -5.488], [-24.534, -4.328, -6.379], [-24.136, -4.367, -7.904], [-22.890, -2.658, -5.668], [-22.210, -2.195, -4.397], [-23.166, -6.860, -5.917], [-22.883, -6.258, -4.136], [-21.678, -7.038, -4.995], [-21.455, -4.561, -4.882], [-21.818, -4.948, -6.563], [-24.649, -5.360, -6.049], [-25.479, -3.873, -6.082], [-23.636, -3.488, -8.311], [-23.538, -5.278, -7.939], [-25.079, -4.509, -8.431], [-23.840, -2.131, -5.758], [-22.398, -2.664, -6.641], [-22.883, -2.236, -3.541], [-22.076, -1.125, -4.554], [-21.236, -2.614, -4.145]],
  "atomic_forces_ev_per_a": [[-1.46, -0.49, -1.38], [-1.07, 0.58, 1.10], [2.10, 0.75, -1.27], [-0.57, -0.95, -0.77], [0.20, 1.06, 0.84], [0.41, -2.71, -1.15], [-0.11, 1.02, 1.76], [0.04, -0.03, 0.47], [0.37, 0.07, 0.10], [0.12, -0.16, 0.29], [0.01, 0.37, 0.35], [-0.02, 0.77, 0.12], [-0.10, -0.03, -0.13], [0.09, -0.33, -0.52], [0.15, 0.14, 0.16], [0.22, 0.84, -0.50], [-1.50, -1.81, -1.76], [0.10, 1.01, 1.06], [-0.55, 1.45, 0.50], [-0.21, -0.53, -0.80], [0.65, -0.96, -0.39], [0.84, 0.05, 0.91], [-0.02, 0.27, 0.51], [0.51, 0.17, 0.06], [-0.26, -0.31, 0.16], [0.25, -0.08, 0.13], [0.46, 0.02, 0.47], [-0.21, -0.06, -0.17], [-0.18, -0.03, 0.04], [-0.16, 0.07, -0.17], [2.81, -0.58, -1.32], [-0.69, 0.22, 1.00], [-1.80, -0.78, 0.56], [-1.10, -0.12, -0.16], [-0.08, 0.25, 1.08], [0.01, -0.28, -0.72], [-0.13, 0.52, -0.82], [0.41, 0.10, -0.04], [0.10, 0.31, 0.53], [0.13, 0.10, 0.12], [-0.03, -0.16, 0.29], [0.10, 0.12, -0.27], [-0.03, 0.32, -0.27], [-0.01, 0.21, 0.33], [0.14, -0.11, -0.15], [-0.25, 0.40, 0.26], [-1.50, 0.13, -2.05], [-0.09, -0.66, 1.50], [-0.31, 0.48, -0.25], [1.14, 0.42, 0.16], [-0.64, -1.41, 0.68], [0.92, 1.01, -0.81], [-0.24, -0.10, 0.72], [-0.01, 0.64, -0.02], [0.08, 0.26, 0.00], [-0.11, 0.09, 0.20], [-0.03, -0.23, 0.14], [-0.19, -0.43, -0.15], [0.87, -0.26, 0.11], [0.25, -0.30, -0.74], [1.71, 0.45, -1.38], [-2.22, 0.06, 0.57], [0.64, 0.26, -0.07], [-0.55, -0.38, -0.55], [0.59, 1.28, 2.40], [0.58, -0.70, -0.34], [-0.15, -0.25, -1.14], [0.01, 0.11, -0.07], [0.17, 0.09, -0.01], [-0.35, -0.19, 0.13], [-0.40, -0.43, -0.26], [-0.18, 0.24, 0.30], [0.21, 0.09, 0.29], [-0.33, -0.19, 0.28], [0.17, -0.36, -0.15], [-0.72, -0.76, -1.87], [-0.18, 0.05, -1.14], [1.23, 1.47, 1.06], [-1.53, -0.46, 0.67], [0.13, 0.06, -0.07], [0.14, -0.48, -1.07], [-0.12, 0.72, 1.91], [0.67, 0.48, 0.23], [-0.17, -0.63, 0.29], [0.70, -0.13, -0.31], [-0.17, -0.01, 0.48], [-0.28, -0.40, 0.23], [0.07, 0.17, -0.04], [0.32, -0.04, -0.46], [-0.04, -0.18, 0.17], [0.40, 0.80, 0.80], [0.34, 0.53, -1.48], [-0.57, -0.40, -0.19], [0.24, 0.01, 0.36], [0.62, 0.75, -0.02], [-0.33, -0.59, 0.60], [-0.89, -0.69, -0.07], [-0.34, -0.01, -0.25], [0.01, -0.44, 0.30], [0.15, 0.02, -0.21], [-0.46, -0.26, 0.11], [-0.15, -0.25, -0.10], [0.58, 0.33, -0.10], [0.32, -0.48, -0.12], [0.10, 0.55, 0.18], [-0.54, 0.11, -1.48], [0.87, 0.74, 1.90], [0.51, -0.39, 0.30], [0.42, 0.72, -0.47], [0.91, 0.04, -0.16], [-1.58, 1.21, -0.48], [0.49, -1.13, 0.26], [0.22, -0.28, -0.06], [-0.24, -0.10, -0.61], [-0.33, -0.22, 0.13], [0.20, -0.14, 0.14], [-0.20, -0.65, 0.38], [-0.09, 0.15, -0.03], [-0.29, -0.52, 0.25], [-0.35, 0.34, 0.05], [0.33, 0.19, 0.03], [-1.68, 0.26, -0.20], [2.19, 0.70, -0.32], [-0.73, 0.07, 0.11], [-0.26, -1.77, -0.32], [0.35, 0.37, 0.19], [0.00, 1.60, 0.41], [0.20, -0.47, -0.24], [-0.27, -0.16, -0.12], [-0.32, 0.06, 0.40], [0.36, -0.29, 0.15], [0.03, -0.32, 0.20], [-0.18, -0.06, -0.01], [0.20, 0.28, -0.28], [-0.08, -0.46, 0.02], [-1.81, -0.21, -0.73], [0.03, -0.39, 0.56], [0.39, 0.93, -0.19], [1.02, 0.19, 0.11], [0.54, 1.82, -1.27], [0.01, -1.72, -0.49], [-1.38, 0.06, 0.75], [-0.04, -0.38, 0.28], [0.32, -0.02, 0.01], [0.15, 0.00, 0.06], [-0.05, 0.22, 1.05], [0.05, 0.63, 0.48], [0.68, -0.91, -1.01], [-0.01, 0.03, 0.03], [0.21, -0.24, 0.35], [-1.90, -0.01, -0.09], [0.93, -1.04, -0.40], [-0.82, 0.87, -0.02], [1.34, 0.19, 1.88], [0.59, -0.29, -0.14], [-0.98, 0.95, -0.29], [-0.52, -0.08, -0.42], [0.07, 0.31, 0.19], [0.65, 0.39, -0.04], [-0.05, -0.70, 0.12], [0.30, 0.35, -0.53], [0.67, -0.30, 0.49], [-0.05, 0.54, -0.09], [-0.50, -0.54, -0.55], [-0.07, -0.36, 0.26], [-0.15, 0.02, -0.34], [-0.28, 0.18, 0.00], [0.22, 0.11, -0.26], [0.42, -0.44, -0.04], [0.06, 0.04, 0.21], [-0.11, -0.07, -0.03], [0.15, -0.11, 0.17], [0.38, 1.28, 0.57], [-0.46, -0.93, -0.38], [-0.19, -1.95, 0.43], [2.19, -1.05, 0.38], [-1.31, -0.36, 1.44], [-1.58, -0.61, 0.46], [0.29, 1.59, -0.52], [-0.42, -0.15, 0.60], [-1.18, -0.66, -0.14], [0.47, 0.27, -0.63], [-0.10, 0.16, -0.10], [0.34, 0.37, -0.34], [-0.62, -0.29, -0.53], [0.36, 0.77, -0.25], [0.12, -0.10, 0.28], [0.22, 0.21, -0.72], [0.13, -0.11, -0.39], [0.32, 0.93, -0.27], [0.84, 0.96, 0.10], [-0.04, -0.50, -0.13], [0.44, 0.25, 0.24], [-0.13, -0.15, -0.14]],
  "lowdin_charge": [-0.367, 0.727, -0.352, -0.180, -0.215, -0.240, -0.181, 0.082, 0.102, 0.117, 0.116, 0.099, 0.113, 0.074, 0.105, -0.331, 0.704, -0.350, -0.197, -0.207, -0.217, -0.208, 0.100, 0.097, 0.109, 0.098, 0.088, 0.114, 0.072, 0.098, -0.356, 0.745, -0.352, -0.180, -0.229, -0.239, -0.243, 0.090, 0.105, 0.120, 0.122, 0.120, 0.122, 0.089, 0.098, -0.321, 0.728, -0.383, -0.197, -0.163, -0.251, -0.217, 0.085, 0.059, 0.084, 0.102, 0.122, 0.102, 0.109, 0.090, -0.356, 0.690, -0.318, -0.216, -0.179, -0.216, -0.199, 0.080, 0.102, 0.113, 0.084, 0.104, 0.105, 0.100, 0.107, -0.325, 0.732, -0.348, -0.233, -0.206, -0.203, -0.200, 0.069, 0.065, 0.105, 0.118, 0.119, 0.112, 0.093, 0.101, -0.345, 0.702, -0.333, -0.214, -0.212, -0.208, -0.226, 0.109, 0.099, 0.116, 0.101, 0.099, 0.117, 0.078, 0.104, -0.337, 0.698, -0.331, -0.215, -0.194, -0.196, -0.196, 0.095, 0.101, 0.107, 0.113, 0.119, 0.109, 0.081, 0.102, -0.334, 0.701, -0.348, -0.194, -0.196, -0.209, -0.209, 0.085, 0.097, 0.111, 0.091, 0.090, 0.107, 0.103, 0.098, -0.351, 0.735, -0.336, -0.187, -0.247, -0.218, -0.186, 0.074, 0.104, 0.115, 0.104, 0.115, 0.112, 0.099, 0.105, -0.061, -0.254, -0.165, -0.259, -0.070, -0.238, -0.073, 0.072, 0.064, 0.039, 0.093, 0.087, 0.073, 0.096, 0.061, 0.050, 0.070, 0.110, 0.102, 0.076, 0.059, 0.048, -0.063, -0.234, -0.202, -0.188, -0.062, -0.284, -0.078, 0.047, 0.083, 0.052, 0.096, 0.084, 0.083, 0.114, 0.042, 0.036, 0.070, 0.122, 0.098, 0.081, 0.054, 0.067],
  "e_homo_ev": -7.91,
  "total_energy_ev": -207983.0211,
  "relative_energy_ev": 1.9995,
  "orbital_gap_ev": 7.61
}